Record 1
Formula: C19H30Cl2NO4P2Y
Source: OMol25
Level of theory: ωB97M-V with the def2-TZVPD basis set

Properties
E_LUMO   0.36 eV
Total charge   0
Multiplicity   1
Kohn-Sham gap   0.2698 Ha
E_HOMO   -6.98 eV

Last column: natural (NBO) charge in e.
Positions of all 59 atoms, in Å:
C 1.9716 1.8403 -3.2435  -0.2818
C 1.4124 1.4860 -1.9908  0.2623
N 0.8589 0.2333 -1.8176  -0.6593
C 0.8791 -0.6479 -2.8411  0.2565
C 1.4872 -0.3643 -4.0661  -0.3363
C 2.0452 0.9078 -4.2754  -0.1354
C 1.4199 2.4506 -0.9286  -0.9038
P 1.2458 1.9598 0.7863  0.7974
Y 0.0482 -0.4998 0.4106  1.7987
P -1.1992 -2.0871 -1.5057  0.7953
C 0.2571 -2.0323 -2.6577  -0.7331
C -1.4965 -0.1997 2.3245  -0.4917
C -0.8760 -0.3079 3.5619  -0.2626
C -1.6723 -0.5097 4.7046  -0.2018
C -3.0601 -0.5831 4.5961  -0.2490
C -3.6714 -0.4450 3.3350  -0.2141
C -2.8687 -0.2440 2.1902  -0.2677
O -0.6262 4.1078 -1.2122  -0.9795
O -2.3462 2.8782 0.0132  -0.9600
H 2.3542 2.8492 -3.3529  0.2180
H 1.5165 -1.1408 -4.8192  0.2129
H 2.5174 1.1497 -5.2132  0.2167
C 3.0037 1.7431 1.2333  -0.9223
C 0.7499 3.4209 1.7454  -0.9250
H -0.0969 -2.3987 -3.6373  0.2443
H 1.0251 -2.7338 -2.2785  0.2574
H 0.1237 3.4822 -1.2212  0.4927
H 2.2040 3.2165 -1.0481  0.2260
C -1.2513 -3.8650 -1.1016  -0.9251
C -2.5860 -1.8973 -2.6728  -0.9226
H 0.2156 -0.2496 3.6554  0.1903
H -1.1940 -0.6151 5.6913  0.1996
H -3.6771 -0.7525 5.4830  0.2080
H -4.7554 -0.4892 3.2443  0.2010
H -3.3406 -0.1297 1.2051  0.1949
H -1.7768 1.3421 -0.0834  0.2258
H -2.3871 2.9469 0.9739  0.4814
H -1.6528 3.3787 -0.3976  0.4931
H -0.9460 4.1589 -2.1564  0.4783
H -1.6247 0.5965 -0.2206  -0.2248
H 3.4998 2.7297 1.2254  0.2222
H 3.0605 1.2900 2.2244  0.2285
H 3.4867 1.0663 0.5142  0.2581
H 1.4964 4.2259 1.6111  0.2319
H -0.2402 3.7753 1.4447  0.2468
H 0.7160 3.1304 2.8014  0.2430
H -2.6724 -2.7587 -3.3530  0.2343
H -3.5117 -1.8006 -2.0915  0.2500
H -2.4564 -0.9741 -3.2536  0.2537
H -1.4698 -4.4729 -2.0009  0.2306
H -0.2973 -4.1755 -0.6536  0.2576
H -2.0378 -4.0095 -0.3580  0.2506
Cl 3.4489 -4.1206 0.0432  0.0054
C 2.9986 -3.3049 1.5669  -0.2961
Cl 4.3442 -2.4531 2.3673  0.0164
C 1.9062 -2.2967 1.2011  0.7420
O 0.6588 -2.5709 1.4172  -0.7286
O 2.2299 -1.1907 0.6274  -0.7502
H 2.6096 -4.0454 2.2537  0.2491

***

Record 2
Formula: C6H6N
Source: OMol25
Level of theory: ωB97M-V with the def2-TZVPD basis set

Properties
E_LUMO (spin up / spin down)   -5.30 / -7.73 eV
Relative energy (zero: lowest compared OMol25 entry of this formula, charge and spin)   2.308 eV
Total charge   +1
Multiplicity   3
Kohn-Sham gap (spin up / spin down)   0.2987 / 0.2822 Ha
E_HOMO (spin up / spin down)   -13.43 / -15.41 eV

Last column: natural (NBO) charge in e.
Positions of all 13 atoms, in Å:
C 0.1672 -2.1521 1.1212  0.2723
C -0.2737 -2.1870 -0.1329  0.0523
C -0.1708 0.2627 -0.4446  0.3204
C 0.2506 1.1506 -1.2493  -0.3781
C 0.2424 -0.7892 1.6565  -0.3618
C -0.5182 -1.5426 -1.2205  -0.2037
N -0.5295 0.1991 0.8291  -0.5267
H 0.4920 2.1544 -0.7132  0.3024
H 0.2761 0.9329 -2.2966  0.2643
H 0.0982 -0.8830 2.6758  0.2770
H 1.4072 -0.6636 1.6665  0.2716
H -0.7923 -1.5850 -2.2127  0.2802
H -1.5129 0.2513 1.0354  0.4299

***

Record 3
Formula: C41H51F4N9O2Sn
Source: OMol25
Level of theory: ωB97M-V with the def2-TZVPD basis set

Properties
E_LUMO   0.58 eV
Relative energy (zero: lowest compared OMol25 entry of this formula, charge and spin)   0.174 eV
Total charge   0
Multiplicity   1
Kohn-Sham gap   0.2516 Ha
E_HOMO   -6.27 eV

Last column: Löwdin charge in e.
Positions of all 108 atoms, in Å:
Sn -0.0407 -0.0416 0.1575  1.5527
C -3.4077 -0.2215 -2.0367  -0.0648
C -3.4526 -0.9956 -0.7214  -0.2536
N -3.0222 -0.1967 0.4266  -0.2170
C -3.8999 0.9433 0.6899  -0.2422
C -5.3730 0.6136 0.9468  -0.0678
C -2.8091 -1.0362 1.6035  -0.2209
C -2.2249 -0.3048 2.8114  -0.2423
N -1.0606 0.4831 2.4469  -0.0899
C -0.4711 1.2530 3.3638  -0.2633
C 0.6104 2.0836 2.9611  -0.1832
F 0.9649 2.0464 1.6490  0.0026
C 1.2932 2.9316 3.7911  -0.2365
F 2.2866 3.6754 3.2736  0.0793
C 0.9843 3.0481 5.1342  0.0376
C -0.0552 2.2513 5.5751  -0.2387
F -0.4029 2.3006 6.8714  0.0802
C -0.7524 1.3933 4.7524  -0.1547
F -1.7175 0.6389 5.3348  0.0575
H -3.4854 -0.9137 -2.8782  0.0759
H -2.4611 0.3202 -2.1239  0.0579
H -4.2280 0.4971 -2.1163  0.0687
H -2.7764 -1.8458 -0.7870  0.0838
H -4.4593 -1.4138 -0.5679  0.1159
H -3.8308 1.6169 -0.1644  0.0948
H -3.4935 1.4756 1.5492  0.1021
H -5.8861 0.3058 0.0341  0.0664
H -5.8855 1.4959 1.3347  0.0750
H -5.4809 -0.1825 1.6866  0.0694
H -2.1153 -1.8313 1.3063  0.0885
H -3.7348 -1.5352 1.9294  0.1187
H -1.9832 -1.0865 3.5430  0.1125
H -3.0026 0.3142 3.2742  0.1113
H 1.5177 3.7174 5.7923  0.1247
C -0.0294 -3.1790 -7.0553  -0.0615
C 0.1579 -2.3438 -5.8120  -0.2965
C 0.7986 -1.1084 -5.8363  -0.0552
C 0.9537 -0.3700 -4.6865  -0.0322
C 0.4498 -0.7598 -3.4163  -0.2349
N 0.6037 0.0505 -2.3179  -0.0489
C 0.7777 1.4124 -2.5208  -0.3112
C -0.0204 2.1717 -3.4029  -0.0368
C 0.0881 3.5400 -3.5178  -0.0569
C 0.9764 4.2665 -2.7217  -0.2926
C 1.0475 5.7736 -2.7667  -0.0580
C 1.7769 3.5466 -1.8549  0.0071
C 1.7145 2.1558 -1.7790  -0.1440
N 2.6987 1.5106 -0.9653  -0.0696
C 4.0089 1.8326 -0.8992  -0.0492
C 4.5900 1.0066 0.0362  -0.0402
C 3.5394 0.1995 0.4934  -0.1348
N 2.4069 0.5077 -0.1244  -0.0212
C -0.1110 -2.0658 -3.3950  -0.1050
C -0.2470 -2.8018 -4.5749  -0.0090
N -0.5209 -2.7538 -2.1980  -0.0716
C -1.3648 -3.8158 -2.1579  -0.0829
C -1.3193 -4.3423 -0.8899  -0.0585
C -0.4155 -3.5200 -0.2071  -0.1764
N 0.0600 -2.5610 -0.9985  0.0150
H -0.0134 -2.5534 -7.9483  0.0712
H -0.9844 -3.7068 -7.0305  0.0723
H 0.7593 -3.9291 -7.1619  0.0770
H 1.2060 -0.7314 -6.7695  0.1104
H 1.4872 0.5681 -4.7393  0.1083
H -0.7528 1.6387 -3.9968  0.1211
H -0.5514 4.0649 -4.2220  0.1127
H 0.4187 6.1746 -3.5626  0.0725
H 2.0693 6.1191 -2.9385  0.0769
H 0.7145 6.2096 -1.8207  0.0750
H 2.4793 4.0720 -1.2133  0.1253
H 4.4382 2.5961 -1.5266  0.1271
H 5.6240 0.9938 0.3392  0.0947
H 3.5513 -0.5811 1.2379  0.0970
H -0.6587 -3.8030 -4.5223  0.1041
H -1.9522 -4.1240 -3.0048  0.1179
H -1.8691 -5.1895 -0.5132  0.0956
H -0.0969 -3.5616 0.8243  0.0996
C 3.2098 -3.0405 0.3332  -0.0431
N 2.9291 -3.1760 1.7567  -0.0714
C 3.7672 -4.1352 2.4625  -0.1645
C 3.1900 -4.4601 3.8228  -0.1535
C 2.9001 -3.1548 4.5357  -0.1586
N 1.9793 -2.3674 3.7374  -0.0732
C 1.1181 -1.4214 4.4352  -0.0097
C 2.0152 -2.3659 2.3735  -0.4709
O 1.2448 -1.6227 1.7417  -0.1299
H 2.9561 -3.9597 -0.1995  0.0930
H 4.2756 -2.8388 0.1917  0.0944
H 2.6333 -2.2282 -0.0892  0.0558
H 4.7832 -3.7367 2.5692  0.1277
H 3.8386 -5.0346 1.8477  0.1239
H 3.8879 -5.0708 4.3945  0.1181
H 2.2582 -5.0173 3.7047  0.1241
H 3.8339 -2.6057 4.7116  0.1308
H 2.4377 -3.3335 5.5058  0.1227
H 0.4877 -1.9464 5.1566  0.0994
H 0.4846 -0.9150 3.7135  0.0560
H 1.7153 -0.6767 4.9689  0.1031
C -1.7094 3.8225 1.2150  0.0067
C -1.8118 3.3236 -0.1999  -0.4706
C -2.5630 4.1852 -1.1858  -0.0004
O -1.2952 2.2826 -0.5524  -0.0439
H -2.6799 4.1731 1.5714  0.0914
H -1.0197 4.6732 1.2447  0.1045
H -1.3322 3.0313 1.8579  0.0537
H -3.3234 4.7935 -0.6980  0.0809
H -3.0032 3.5618 -1.9646  0.0890
H -1.8413 4.8505 -1.6678  0.0807

***

Record 4
Formula: C4H10NO
Source: OMol25
Level of theory: ωB97M-V with the def2-TZVPD basis set

Properties
E_LUMO   4.12 eV
Relative energy (zero: lowest compared OMol25 entry of this formula, charge and spin)   0.878 eV
Total charge   -1
Multiplicity   1
SMILES   CNCCC[O-]
Kohn-Sham gap   0.2357 Ha
E_HOMO   -2.30 eV

Last column: natural (NBO) charge in e.
Positions of all 16 atoms, in Å:
C 1.3920 1.1188 -1.8073  -0.4175
N 0.3327 0.8560 -0.8055  -0.6442
C -0.1941 -0.4947 -0.8412  -0.2205
C -1.2896 -0.6395 0.2455  -0.4424
C -0.7055 -0.8108 1.6695  0.0124
O 0.2589 0.0264 2.0098  -0.9418
H 2.1401 0.3220 -1.6610  0.1526
H 1.7548 2.1325 -1.6531  0.1867
H 1.0559 1.0510 -2.8503  0.1646
H 0.8202 1.0309 0.0626  0.3982
H 0.6862 -1.1267 -0.6224  0.1526
H -0.5510 -0.7589 -1.8470  0.1588
H -1.7972 0.3341 0.1586  0.1870
H -2.0690 -1.3620 -0.0363  0.1686
H -1.6777 -0.9668 2.2969  0.0379
H -0.4171 -1.9089 1.8164  0.0469